Density functional theory data (wB97M-V/def2-TZVPD) for a structure of composition C27H28BFeN5O3.

Atoms and positions in Å:
Fe: -0.8468 0.7915 -0.6393
O: 0.1651 1.5261 -2.3413
O: -1.3996 -0.6591 3.7662
O: -0.5382 0.2905 1.5410
N: 0.4472 -1.6560 -0.7049
N: 1.7359 0.2987 1.1866
N: 1.4056 0.9951 0.0352
N: -2.2752 2.3616 -0.4386
N: -2.2018 -0.8251 -1.0793
C: 2.2819 -2.4604 4.2946
C: -0.7279 3.6670 1.0253
C: 2.3641 1.6634 -0.4757
C: 2.0579 -3.1231 -1.6783
C: 2.3864 -5.4881 -0.8659
C: 0.0259 -2.0389 5.0209
C: 1.7028 -4.1478 -0.8056
C: -0.1874 -1.2050 3.9195
C: 3.2911 3.3467 -1.9898
C: 2.0834 -1.6144 3.2144
C: -2.8863 -1.7269 -0.8567
C: 0.8678 -0.9661 3.0126
C: 1.1093 2.3671 -2.5289
C: 0.0905 -2.6357 0.1163
C: -4.1170 1.4779 -1.9110
C: 1.0825 3.2558 -3.6432
C: -4.0512 3.7312 -0.6420
C: -3.5078 2.5167 -1.0188
C: 2.2577 2.4560 -1.6835
C: 1.2474 -2.6599 5.2041
C: -2.0287 3.4888 0.2972
C: 3.2367 4.1958 -3.0784
C: -3.0975 4.3595 0.2070
C: 0.6650 -0.0672 1.8293
C: 0.6978 -3.8842 0.1115
C: 2.1030 4.1422 -3.9005
C: 1.4145 -1.9004 -1.5839
B: -3.7544 -3.0210 -0.5855
H: 1.9866 -6.1650 -0.1107
H: 3.4611 -5.3810 -0.7020
H: 0.2085 3.2126 -4.2822
H: -0.7914 -2.1906 5.7155
H: 1.3941 -3.3124 6.0580
H: -1.3721 -0.1901 2.8779
H: -5.0161 4.1209 -0.9404
H: -0.8714 4.2113 1.9616
H: 3.2294 -2.9711 4.4211
H: 4.1535 3.3714 -1.3280
H: 4.0357 4.8992 -3.2769
H: 2.8691 -1.4316 2.4927
H: -0.7248 -2.4182 0.7988
H: -0.2932 2.6941 1.2601
H: 2.0250 4.8143 -4.7491
H: 0.3757 -4.6372 0.8212
H: 1.6778 -1.0713 -2.2352
H: 3.3231 1.6642 0.0503
H: -4.7761 -2.9602 -1.2453
H: 2.2464 -5.9486 -1.8467
H: -3.1800 5.3290 0.6809
H: -3.0736 -3.9794 -0.9171
H: 0.0038 4.2156 0.4216
H: -4.0050 -3.0699 0.6047
H: -3.3544 1.0063 -2.5316
H: -4.8653 1.9326 -2.5647
H: 2.8330 -3.2751 -2.4216
H: -4.5989 0.6780 -1.3432

Summary:
Spin multiplicity = 5
Energy relative to the best compared isomer or geometry (same formula, charge and spin) = 47.4 kJ/mol
Orbital gap (spin up / spin down) = 0.20718 / 0.20688 Ha
Total charge = -2
LUMO energy (spin up / spin down) = 0.15951 / 0.15949 Eh
Largest force on an atom = 0.61 eV/A

---

Density functional theory data (wB97M-V/def2-TZVPD) for a cluster of 2 separate species, C35H32N3OS in total in a non-equilibrium geometry.

Atoms and positions in Å:
S: -0.2781 3.9832 1.2628
O: -0.1366 1.1291 1.1716
N: -0.9820 -1.0297 -3.4633
N: -1.5414 -4.4249 2.1432
N: 2.2611 3.8226 0.8107
C: -1.2601 -1.0398 -1.2021
C: 3.1096 0.9032 2.0823
C: -4.1369 0.9098 -3.6308
C: -1.8166 -6.3159 0.5123
C: -2.2628 -0.1390 -1.8018
C: 1.0989 1.6194 0.8820
C: 2.2664 0.7422 0.9654
C: 2.4925 7.5385 1.0660
C: -1.6651 -3.9244 -0.0819
C: 4.6648 -0.6843 1.1297
C: 2.0318 5.1800 1.0534
C: 2.9643 6.2260 0.9806
C: 2.5586 -0.2411 0.0027
C: -1.1108 -1.4265 0.1534
C: -2.0164 -6.5891 -0.8510
C: -0.5925 -1.5588 -4.7604
C: -1.9687 -4.2040 -1.4036
C: 3.5619 3.3287 0.3794
C: -3.4429 0.4273 -1.3260
C: 4.3137 0.2050 2.1488
C: -0.5189 -1.5472 -2.2917
C: -2.1171 -5.5461 -1.7881
C: -1.6902 -4.9805 0.8646
C: 1.1332 7.8089 1.2957
C: -2.9517 0.3479 -4.1387
C: -4.3784 0.9334 -2.2469
C: -2.0548 -0.1648 -3.2060
C: 0.6812 5.4435 1.2927
C: -0.4423 0.9628 2.5974
C: -1.3556 -3.0803 2.0380
C: -1.3630 -2.7033 0.6656
C: 3.7691 -0.9252 0.0837
C: -1.6789 -5.1371 3.4046
C: 1.1510 3.0235 0.9098
C: 0.2265 6.7550 1.4455
H: 0.7804 8.8392 1.3543
H: 4.1604 2.9830 1.2294
H: -2.6042 -4.8573 3.9351
H: -0.8301 -4.9105 4.0638
H: -0.8578 -2.6284 -4.8400
H: -2.3122 -5.7690 -2.8379
H: 4.0952 4.1547 -0.0917
H: -5.3156 1.3577 -1.8795
H: -2.0884 -3.3793 -2.1023
H: -1.1204 -1.0087 -5.5408
H: -0.8233 6.9167 1.6606
H: 1.8366 -0.4091 -0.8009
H: 2.8232 1.6280 2.8509
H: -1.2705 -2.4477 2.9138
H: 4.0241 6.0096 0.8534
H: -3.6179 0.4550 -0.2531
H: -1.4215 0.4805 2.6293
H: -2.1024 -7.6179 -1.2018
H: 0.2886 -2.2782 -2.2728
H: 3.4600 2.5126 -0.3430
H: -4.8773 1.3245 -4.3146
H: -1.7183 -7.0936 1.2713
H: -2.7159 0.3187 -5.2004
H: 4.0200 -1.6510 -0.6906
H: -1.7231 -6.2099 3.1946
H: 0.3170 0.3327 3.0840
H: 5.6259 -1.2017 1.1667
H: 0.4969 -1.4682 -4.8789
H: -0.4759 1.9534 3.0681
H: -0.7419 -0.7162 0.8840
H: 3.1818 8.3713 0.9480
H: 4.9838 0.3808 2.9910

Summary:
Energy relative to the best compared isomer or geometry (same formula, charge and spin) = 0.0 kJ/mol
Orbital gap = 0.15591 Ha
Total charge = +1
LUMO energy = -0.16388 Eh
Largest force on an atom = 3.68 eV/A

---

Density functional theory data (wB97M-V/def2-TZVPD) for an isolated molecule of H4O3SSi in a non-equilibrium geometry.

Atoms and positions in Å:
S: -1.6117 -0.4552 1.2856
Si: -0.1402 0.1708 -0.1206
O: -0.2105 -0.5219 -1.5626
O: -0.0753 1.7744 -0.2151
O: 1.6653 -0.4279 0.7806
H: -1.1940 -1.7070 1.3796
H: -0.8262 -0.1835 -2.2135
H: 2.1557 -0.9105 0.1194
H: 0.2368 2.2607 0.5466

Summary:
Energy relative to the best compared isomer or geometry (same formula, charge and spin) = 118.2 kJ/mol
Orbital gap = 0.37714 Ha
LUMO energy = 0.00706 Eh
SMILES = O[Si](O)(O)S
Largest force on an atom = 5.20 eV/A

---

Density functional theory data (wB97M-V/def2-TZVPD) for a cluster of 3 separate species, C35H62N4O5S in total in a non-equilibrium geometry.

Atoms and positions in Å:
S: -2.1462 4.6695 -4.6550
O: -3.7162 3.3244 -3.1054
O: 4.3131 0.1917 -0.6469
O: -4.1939 1.1529 -3.8047
O: -2.3212 4.9261 -2.0960
O: -2.0280 -2.5082 2.1449
N: 4.2740 -1.0802 -1.0229
N: -0.7780 -0.1935 -1.6774
N: -5.4084 4.7656 -0.8799
N: -2.0045 -2.7856 3.4414
C: -1.3806 2.5863 -2.6732
C: 2.6708 3.5804 -1.0226
C: -2.2570 -1.6111 5.6187
C: -2.5144 -4.1846 3.6132
C: 0.6380 2.8357 -4.3621
C: 1.2459 5.0834 -3.0574
C: -4.7736 -3.2882 4.3566
C: 6.8246 -2.3751 -0.2643
C: 4.9557 -2.4911 -2.9535
C: -2.1248 -4.7531 4.9960
C: 6.7448 -1.4407 -1.4629
C: 1.3081 3.6205 -3.2027
C: 3.4124 -1.4316 1.3195
C: 2.0481 2.8805 -2.1734
C: -0.6569 2.0260 -3.9355
C: -0.2259 -0.0800 -0.3116
C: 5.4242 -0.1130 -3.0693
C: -2.7906 2.2359 -0.5315
C: 4.3705 -1.9200 0.2155
C: 3.9017 -3.3671 -0.0554
C: -2.2146 0.1486 -1.7610
C: -4.0406 -4.2801 3.4625
C: -4.3035 2.5444 -0.1689
C: -4.5587 4.0956 0.1351
C: 2.5667 5.0376 -0.8830
C: 1.8633 5.7730 -1.9294
C: -4.2819 -1.8740 4.0834
C: -2.7502 -1.7003 4.1500
C: 5.7967 -1.9712 0.7850
C: -2.4542 -0.2910 3.5921
C: -1.8554 -5.1634 2.6221
C: -3.5960 1.8993 -3.1062
C: 5.3318 -1.2787 -2.0607
C: -2.5254 1.6811 -1.9960
C: -2.3522 3.8189 -3.0135
H: -2.1493 -4.9743 1.5882
H: 5.8270 0.7976 -2.6231
H: -3.0602 -1.3019 6.2913
H: 1.3662 2.1268 -4.8310
H: -4.3774 -5.2940 3.6984
H: 2.9280 -3.3799 -0.5509
H: 5.8452 -3.0185 -3.3057
H: 2.1461 1.7694 -2.1990
H: 3.4142 -2.1249 2.1632
H: -1.8430 -2.5337 6.0129
H: 6.0897 -0.3819 -3.8934
H: 7.4398 -1.7858 -2.2332
H: -5.0594 2.1480 -0.8917
H: 4.4461 0.1222 -3.4970
H: -2.6861 -4.3159 5.8206
H: -0.7660 -5.1132 2.6861
H: -2.7836 -0.2871 -0.8832
H: -5.0694 4.1673 1.1423
H: -0.3345 0.9536 -3.8276
H: -5.8470 -3.3449 4.1563
H: -1.0581 -4.6200 5.1908
H: 7.8263 -2.3229 0.1713
H: -2.8789 -0.1348 2.5984
H: -3.6073 4.6769 0.2240
H: 6.0736 -0.9943 1.1967
H: -0.6974 -0.8259 0.3974
H: -0.7203 2.7634 -1.7784
H: -2.6181 -0.4062 -2.6608
H: -4.6361 -1.5873 3.0864
H: -2.3320 -5.8246 5.0445
H: -5.6791 4.0944 -1.5940
H: -1.9911 6.0112 -4.4366
H: -2.1526 -6.1908 2.8429
H: 3.6980 -0.4579 1.7217
H: 4.3941 -2.1729 -3.8357
H: -1.4478 -0.8832 5.7201
H: 7.1177 -0.4605 -1.1440
H: -4.5242 2.0329 0.8143
H: -1.3457 2.0200 -4.8324
H: -1.3789 -0.1027 3.5358
H: -0.3017 0.9814 0.0588
H: 0.3771 3.5913 -5.1560
H: 1.7762 6.8782 -1.8279
H: 2.3870 -1.3648 0.9489
H: -4.7674 -1.1850 4.7798
H: 3.2140 3.0319 -0.2130
H: -4.3287 -4.1002 2.4208
H: -4.8841 5.5442 -1.2783
H: -2.4264 1.4909 0.2281
H: 4.3148 -3.2239 -2.4736
H: -4.6471 -3.5390 5.4138
H: -1.4553 4.8840 -1.6439
H: -2.8897 0.4699 4.2446
H: 3.0140 5.5599 -0.0028
H: -0.6774 -1.1624 -1.9956
H: 0.6895 5.6699 -3.8203
H: -2.2050 3.1729 -0.3067
H: 3.7963 -3.9198 0.8809
H: 5.8409 -2.6752 1.6214
H: 6.6828 -3.4130 -0.5790
H: 0.8807 -0.2830 -0.3872
H: 4.6035 -3.9477 -0.6527

Summary:
Spin multiplicity = 3
Orbital gap (spin up / spin down) = 0.32946 / 0.30460 Ha
LUMO energy (spin up / spin down) = 0.01788 / -0.00698 Eh
Largest force on an atom = 3.53 eV/A

---

Number 1: total energy -2833.86516 hartree. Number 2: total energy -1990.33614 hartree. Number 3: total energy -915.92816 hartree. Number 4: total energy -2363.97964 hartree.